(1)
Formula: C9H19NO
Source: the Open Molecules 2025 dataset
Level of theory: ωB97M-V/def2-TZVPD

Geometry as ORCA input:
```
! wB97M-V def2-TZVPD RIJCOSX def2/J DEFGRID3
* xyz 0 1
C -4.176 -0.544 0.896
C -4.031 -0.040 -0.315
C -2.826 0.738 -0.772
O -1.683 0.583 0.033
C -1.009 -0.642 -0.163
C 0.210 -0.701 0.777
N 1.403 -0.025 0.326
C 2.145 -0.749 -0.693
C 3.118 -1.740 -0.057
C 1.227 1.391 0.056
C 2.494 2.170 0.399
H -5.058 -1.088 1.187
H -3.408 -0.425 1.642
H -4.805 -0.147 -1.064
H -3.061 1.809 -0.742
H -2.595 0.472 -1.817
H -1.681 -1.485 0.051
H -0.689 -0.726 -1.214
H 0.464 -1.749 0.951
H -0.092 -0.258 1.731
H 1.479 -1.287 -1.385
H 2.717 -0.030 -1.283
H 2.585 -2.503 0.503
H 3.781 -1.216 0.626
H 3.714 -2.227 -0.825
H 0.947 1.582 -0.992
H 0.409 1.748 0.682
H 2.326 3.235 0.259
H 3.326 1.867 -0.232
H 2.768 1.988 1.434
*
```

Calculated values
Relative energy (zero: lowest compared OMol25 entry of this formula, charge and spin) (eV): 2.3064
Frontier orbital gap (eV): 9.2
M (g/mol): 157.257



(2)
Formula: C9H19NORb
Source: the Open Molecules 2025 dataset
Level of theory: ωB97M-V/def2-TZVPD

Geometry as ORCA input:
```
! wB97M-V def2-TZVPD RIJCOSX def2/J DEFGRID3
* xyz 1 1
Rb 2.791 -1.827 -1.648
C 0.205 0.438 -2.618
C -0.098 0.640 -1.121
C -1.724 0.475 -0.950
C -2.163 0.284 0.568
C -1.350 -0.894 1.117
C 0.224 -0.789 1.015
N 0.594 -0.392 -0.303
O 2.038 -0.370 -0.576
C 0.808 0.197 2.054
C 0.823 -2.084 1.269
C 0.424 2.008 -0.789
H -0.066 -0.594 -2.841
H 1.263 0.598 -2.825
H -0.509 1.031 -3.188
H -2.228 1.298 -1.457
H -2.098 -0.442 -1.406
H -3.232 0.206 0.763
H -1.856 1.205 1.063
H -1.665 -1.877 0.767
H -1.722 -0.769 2.134
H 0.285 1.146 1.934
H 0.386 -0.109 3.011
H 1.895 0.264 2.104
H 0.880 -2.702 0.372
H 1.858 -1.801 1.458
H 0.248 -2.558 2.065
H 0.759 2.630 -1.619
H 1.253 1.984 -0.083
H -0.369 2.383 -0.142
H 2.347 0.422 -0.128
*
```

Calculated values
Relative energy (zero: lowest compared OMol25 entry of this formula, charge and spin) (eV): 3.9665
Frontier orbital gap (eV): 9.0
M (g/mol): 242.725



(3)
Formula: C9H19NOS
Source: the Open Molecules 2025 dataset
Level of theory: ωB97M-V/def2-TZVPD

Geometry as ORCA input:
```
! wB97M-V def2-TZVPD RIJCOSX def2/J DEFGRID3
* xyz 0 1
C -1.005 -1.643 0.704
C -1.623 -0.746 1.751
C -1.048 -0.208 0.452
C -2.758 1.729 -0.014
C 3.740 -1.302 0.342
C 0.171 2.990 -0.306
C -1.867 0.487 -0.555
C 2.405 -0.936 -0.246
C 1.636 -0.271 0.928
N 0.423 0.423 0.573
O 1.572 2.235 1.906
S 0.217 1.999 1.338
H -0.082 -2.073 0.945
H -1.672 -2.226 0.119
H -2.640 -0.821 1.921
H -1.055 -0.747 2.678
H -2.093 2.015 0.876
H -3.845 1.483 0.190
H -2.804 2.563 -0.614
H 4.179 -0.419 0.729
H 3.635 -2.020 1.124
H 4.403 -1.901 -0.402
H 0.620 4.059 -0.184
H -0.927 2.936 -0.428
H 0.536 2.451 -1.180
H -1.024 0.942 -1.198
H -2.519 -0.324 -1.044
H 1.736 -1.702 -0.767
H 2.516 -0.152 -0.994
H 1.458 -0.846 1.939
H 2.203 0.490 1.346
*
```

Calculated values
Relative energy (zero: lowest compared OMol25 entry of this formula, charge and spin) (eV): 4.4076
Frontier orbital gap (eV): 9.3
M (g/mol): 189.324